Density functional theory data (ωB97M-V with the def2-TZVPD basis set) for a molecular structure, C14H20Cl2InN2O2PSe in a non-equilibrium geometry.

Its LUMO energy is -7.57 eV. The HOMO energy comes out at -14.1 eV. The charge is +2. The calculation puts the gap between HOMO and LUMO at 0.2399 Ha. Its energy above the lowest of the compared OMol25 structures with the same formula, charge and spin is 0.0 kcal/mol.

Geometry (Å):
C: -0.4756 -3.7791 -4.6177
C: -0.5561 -2.8824 -3.4448
H: -1.4542 -3.8440 -5.1047
H: -0.1542 -4.7817 -4.3324
H: 0.2558 -3.3844 -5.3274
O: -1.3408 -1.9802 -3.2431
Cl: 0.7109 -3.3720 -2.0178
In: 0.8788 -0.8986 -1.7240
P: 0.1448 1.3652 -2.8942
C: -1.5073 2.0761 -2.6367
C: 1.3059 2.7627 -2.6593
H: 1.0542 0.4296 -4.9217
H: 0.3341 2.0650 -5.1995
H: -0.7282 0.6058 -5.0209
C: 0.2041 1.0904 -4.6998
H: 2.3364 2.3807 -2.7517
H: 1.1045 3.5285 -3.4308
H: -1.6213 2.9677 -3.2801
H: -1.6313 2.3615 -1.5803
H: 1.1708 3.1960 -1.6563
H: -2.2611 1.3237 -2.9122
C: -1.4454 -0.7203 -0.8214
O: -2.5845 -0.8417 -0.8201
Cl: 2.8564 -0.6037 -3.0260
C: 2.4456 1.1885 3.6460
N: 1.1722 0.5669 3.3001
C: 0.8492 -0.0161 2.1007
Se: 1.9979 -0.1465 0.6437
N: -0.3957 -0.5594 2.2746
C: -0.8238 -0.3833 3.5936
C: -1.8429 -0.9876 4.3145
C: -1.8421 -0.8186 5.7096
C: -0.8278 -0.0733 6.3544
C: 0.1994 0.5244 5.6117
C: 0.1607 0.3490 4.2330
H: 2.9575 1.4340 2.7077
H: 3.0690 0.5176 4.2593
H: 2.2509 2.0919 4.2409
H: -0.8881 -1.0620 1.5430
H: -2.6001 -1.5597 3.7865
H: -2.6364 -1.2694 6.3175
H: -0.8487 0.0379 7.4385
H: 1.0067 1.1011 6.0475

Forces on atoms 1 to 2 (eV/Å):
C 0.243 -0.631 0.069
C -2.994 1.569 -0.116



Density functional theory data (ωB97M-V with the def2-TZVPD basis set) for 2 unconnected molecules or ions with the total composition C14H20FN2O2S in a non-equilibrium geometry.

Its LUMO energy is 1.07 eV. The HOMO energy comes out at -3.0 eV. The charge is -1. The calculation puts the gap between HOMO and LUMO at 0.1483 Ha.

Geometry (Å):
C: 0.2699 -3.0450 2.0804
C: 1.6538 -2.7535 1.2507
F: 2.7640 -3.3646 2.0735
C: 1.9825 -1.1702 0.9800
C: 3.5094 -0.5721 1.3071
C: 3.8588 1.0046 1.0180
N: 5.1268 1.8162 1.1683
S: 4.8333 3.5053 0.7135
N: 3.1280 3.5381 0.2182
C: 2.7653 2.0879 0.4530
C: 1.2607 1.5220 0.1257
C: 0.8994 -0.0698 0.3667
C: -0.6530 -0.5213 -0.0547
C: -1.7991 0.1594 0.9075
C: -3.1850 -0.7609 0.7371
C: -4.1861 -0.2304 1.9674
O: -4.3944 1.2194 1.6860
H: 0.0021 -2.2522 2.8987
H: -0.6803 -3.1829 1.3948
H: 0.4086 -4.0884 2.6436
H: 1.5933 -3.3022 0.2049
H: 4.3451 -1.3000 1.7161
H: 0.4287 2.2515 -0.3008
H: -0.8208 -0.0540 -1.1404
H: -0.7526 -1.6834 -0.1868
H: -1.5006 0.2620 2.0345
H: -2.0665 1.2091 0.4528
H: -2.8901 -1.8950 0.8530
H: -3.6586 -0.6291 -0.3250
H: -3.5182 -0.3214 2.9491
H: -5.1786 -0.8483 2.0176
H: -3.7167 1.7785 2.1789
C: 0.2784 2.0229 -4.7080
C: -0.2585 0.8646 -3.8485
O: -0.6853 1.3925 -2.7129
H: 1.1150 2.5405 -4.2221
H: 0.6461 1.6351 -5.6652
H: -0.5007 2.7622 -4.9325
H: 0.5615 0.1304 -3.8099
H: -0.9855 0.3427 -4.4901

Forces on atoms 1 to 2 (eV/Å):
C -0.204 -0.906 0.501
C -0.427 0.505 0.172



Density functional theory data (ωB97M-V with the def2-TZVPD basis set) for a molecular structure, C14H20HfO12 in a non-equilibrium geometry.

Its LUMO energy is -12.03 eV. The HOMO energy comes out at -13.8 eV. The charge is +2. The calculation puts the gap between HOMO and LUMO at 0.0648 Ha.

Geometry (Å):
Hf: -1.3472 -4.5097 1.1258
O: -1.8359 1.4632 0.0827
C: -1.7732 0.1968 0.5019
O: -0.8512 -0.3651 1.1131
O: -2.5888 -0.6674 0.2714
H: -1.1380 1.9715 0.5024
O: 4.4717 -4.2744 2.4985
C: 3.2202 -4.1895 2.2014
O: 2.7516 -4.2731 1.1123
O: 2.2966 -4.3051 3.0464
H: 4.7882 -4.3254 1.5936
O: -3.1902 -2.7653 5.4764
C: -3.7781 -2.1739 6.4476
O: -3.7767 -2.6508 7.7679
C: -4.2609 -1.6930 8.5940
C: -5.2623 -0.9920 7.7523
C: -4.6095 -0.9034 6.3545
H: -3.5309 -1.1124 9.1581
H: -4.7967 -2.1955 9.3993
H: -5.3864 -0.0478 8.2824
H: -6.2716 -1.3887 7.6432
H: -4.0723 0.0411 6.2691
H: -5.3699 -0.8810 5.5739
O: 1.8860 5.1979 -0.5928
C: 2.6219 5.9498 -1.2307
O: 3.4565 6.7370 -0.6851
C: 4.2086 7.5051 -1.6078
C: 3.8586 6.9329 -2.9563
C: 2.6341 6.1625 -2.6775
H: 5.2703 7.4670 -1.3639
H: 3.9347 8.5588 -1.5539
H: 4.6949 6.2894 -3.2294
H: 3.7526 7.6986 -3.7248
H: 2.4736 5.1669 -3.0910
H: 1.7294 6.6872 -2.9848
O: -0.3358 -3.5348 -3.9196
C: 0.0531 -3.2875 -5.0711
O: 1.1655 -2.6917 -5.2784
C: 1.5177 -2.5872 -6.6229
C: 0.7173 -3.7594 -7.2598
C: -0.5462 -3.7627 -6.4458
H: 2.5968 -2.7408 -6.6204
H: 1.1951 -1.7044 -7.1749
H: 1.1150 -4.7667 -7.1365
H: 0.5818 -3.6573 -8.3366
H: -0.9524 -4.7737 -6.4764
H: -1.3176 -3.0459 -6.7274

Forces on atoms 1 to 2 (eV/Å):
Hf 0.460 0.303 0.206
O -0.501 -2.354 0.664



Density functional theory data (ωB97M-V with the def2-TZVPD basis set) for a molecular structure, C14H20N2O3PbS in a non-equilibrium geometry.

Its LUMO energy (spin up / spin down) is -1.61 / -1.61 eV. The HOMO energy (spin up / spin down) comes out at -6.3 / -6.3 eV. The calculation puts the gap between HOMO and LUMO (spin up / spin down) at 0.1732 / 0.1732 Ha.

Geometry (Å):
C: -1.0683 1.2297 3.5690
C: -1.1362 -0.2702 3.6439
H: -0.0459 1.5062 3.6539
H: -1.7059 1.7781 4.3366
H: -1.3765 1.5999 2.5835
H: -0.7751 -0.7870 2.7461
H: -0.4415 -0.5723 4.4280
H: -2.1702 -0.5784 3.8120
C: 0.0707 2.9564 -1.0914
C: 0.3294 3.7854 -2.1891
C: 0.5133 3.1577 -3.4268
C: 0.4135 1.7619 -3.5333
H: -0.0990 3.3840 -0.1026
H: 0.3950 4.8715 -2.0793
H: 0.7524 3.7554 -4.3084
H: 0.5809 1.2513 -4.4928
N: 0.0249 1.5998 -1.1970
C: 0.1378 0.9502 -2.4121
C: -0.0164 -0.5151 -2.4471
N: -0.2686 -1.1806 -1.2614
C: -0.4770 -2.5274 -1.1919
C: -0.0571 -2.7228 -3.5350
C: -0.3578 -3.3481 -2.3172
H: -0.7374 -2.9392 -0.2099
H: -0.4826 -4.4366 -2.2354
C: 0.0960 -1.3229 -3.6002
H: 0.3417 -0.8260 -4.5465
H: 0.0700 -3.3290 -4.4360
Pb: -0.6628 0.1747 0.4861
C: -2.9354 0.2189 0.1396
H: -3.2643 -0.8305 -0.0163
H: -3.1084 0.8503 -0.7719
H: -3.4936 0.7002 1.0237
C: 2.7381 -2.0727 2.9044
S: 2.5674 -0.3193 2.3948
O: 1.9803 0.4304 3.5358
O: 3.8487 0.2109 1.9324
O: 1.5433 -0.4732 1.2608
H: 2.0517 -2.2706 3.7391
H: 3.7902 -2.2350 3.1993
H: 2.4344 -2.6161 2.0126

Forces on atoms 1 to 2 (eV/Å):
C -1.077 0.976 0.029
C -0.302 -0.264 0.476